[1]
{"formula": "C6H9Cl2O6Y", "method": "ωB97M-V/def2-TZVPD", "e_homo_ev": [-6.1, -6.1], "multiplicity": 2, "de_lowest_kcal_mol": 9.2, "total_charge": -1, "largest_force_ev_per_a": 4.1, "symbols": ["Y", "Cl", "Cl", "O", "O", "O", "O", "O", "O", "C", "C", "C", "C", "C", "C", "H", "H", "H", "H", "H", "H", "H", "H", "H"], "positions_angstrom": [[21.59121, 15.77596, -44.40527], [20.65080, 18.17155, -43.47670], [23.36654, 15.76851, -42.32466], [21.71046, 14.06276, -46.04245], [19.18402, 15.52969, -44.95998], [19.78247, 14.67936, -43.01058], [21.59701, 17.04528, -46.40512], [23.51230, 16.59051, -45.70305], [22.21215, 13.29407, -44.22252], [22.82469, 16.88583, -46.71960], [17.47494, 14.45789, -43.63581], [23.40614, 16.87829, -48.18448], [22.12096, 13.06541, -45.43027], [18.91672, 14.88224, -43.91285], [22.63066, 11.80379, -46.20613], [16.97752, 15.35709, -43.27236], [24.14063, 17.67025, -48.33085], [17.04489, 14.07511, -44.56136], [22.63251, 17.05474, -48.93180], [23.81617, 15.94645, -48.57390], [21.85909, 11.10282, -46.52460], [23.22826, 12.07260, -47.07717], [17.39571, 13.65451, -42.90342], [23.26080, 11.14678, -45.60666]]}

[2]
{"formula": "C28H43Cl4F3O4S4", "method": "ωB97M-V/def2-TZVPD", "e_homo_ev": -8.6, "total_charge": 0, "largest_force_ev_per_a": 3.1, "symbols": ["Cl", "Cl", "Cl", "Cl", "S", "S", "S", "S", "F", "F", "F", "O", "O", "O", "O", "C", "C", "C", "C", "C", "C", "C", "C", "C", "C", "C", "C", "C", "C", "C", "C", "C", "C", "C", "C", "C", "C", "C", "C", "C", "C", "C", "C", "H", "H", "H", "H", "H", "H", "H", "H", "H", "H", "H", "H", "H", "H", "H", "H", "H", "H", "H", "H", "H", "H", "H", "H", "H", "H", "H", "H", "H", "H", "H", "H", "H", "H", "H", "H", "H", "H", "H", "H", "H", "H", "H"], "positions_angstrom": [[-0.93703, 3.57870, 1.61331], [-2.43120, 5.95114, 1.46250], [-2.18731, -2.86775, 4.89511], [-3.63004, -0.58303, 5.99151], [-4.29847, -3.27592, 1.31393], [2.47965, -2.48530, -2.51451], [0.35905, 0.81826, 6.08302], [3.44838, 3.46709, 3.35640], [-0.61068, 3.60943, -3.19378], [-0.04654, -2.67701, -5.55200], [-1.18449, -2.82814, -1.08002], [3.47282, 2.48791, 4.52910], [3.05628, -2.87321, -3.85901], [-0.13435, 0.13718, 4.86320], [-3.34545, -4.42286, 1.24915], [0.63973, -1.63795, -5.96975], [2.40075, 0.37433, -6.68545], [0.62843, 0.08134, 0.17853], [4.99725, 4.30427, 3.10761], [0.39847, -0.31502, -5.53136], [-0.43541, -2.30849, 1.11646], [-2.27731, 2.31096, -4.26477], [3.53499, 2.49419, 1.75515], [-0.05322, -0.75827, -0.73954], [-1.61537, 2.73117, -3.06099], [-0.84358, 5.22446, 1.02832], [-5.93750, -3.75378, 1.61066], [0.72089, 2.42223, 5.55489], [2.62231, -0.90748, -7.12897], [-0.60329, -1.94309, -0.24847], [1.81426, -4.01062, -1.81395], [0.19740, -1.44253, 1.94480], [-4.55282, -2.66493, -0.35523], [1.99245, 0.07539, 6.39104], [3.67946, -2.19956, -1.20530], [1.79736, -1.91487, -6.73760], [-1.86192, 2.20365, -1.80472], [-2.83817, -1.29365, 4.56766], [-2.91725, 1.26663, -1.72051], [-3.31065, 1.38867, -4.09178], [0.70598, -0.22761, 1.50474], [1.32461, 0.64372, -5.89439], [-3.60230, 0.83368, -2.81753], [-1.15623, 2.38156, -1.04093], [1.29875, -3.73073, -0.84868], [1.79588, -0.87386, 6.91070], [-3.86474, 1.04819, -4.88579], [3.44609, -1.13239, -7.78275], [-5.05590, -3.30914, -1.02792], [4.12336, -3.04719, -0.70171], [2.58864, -4.73959, -1.69119], [-5.94926, -4.36927, 2.57915], [-4.44456, 0.14691, -2.70537], [-0.08515, 5.77785, 1.57686], [1.02680, 1.04457, -0.25987], [4.40787, 1.81146, 1.78203], [3.53843, 3.31265, 1.04359], [-0.11505, -0.62045, -1.79861], [1.19752, 1.74375, -5.63992], [2.58178, 0.73262, 7.02117], [2.59190, 1.90387, 1.78547], [-1.96645, 2.76129, -5.18809], [4.46048, -1.61127, -1.66591], [-3.52430, -2.56618, -0.75842], [1.18027, 2.94012, 6.38920], [5.83874, 3.72398, 2.75128], [-3.15449, 0.93733, -0.68138], [-0.70211, -3.27988, 1.44482], [-5.11201, -1.72143, -0.25652], [-6.24835, -4.48304, 0.88308], [0.25952, -1.56749, 3.05392], [3.03544, -1.67381, -0.44460], [-0.70189, 5.15784, -0.02310], [-3.52338, -1.47004, 3.73617], [1.33188, 2.32907, 4.67265], [5.23348, 4.79963, 4.05306], [-0.45454, -0.09577, -4.85863], [1.08184, -4.23120, -2.62888], [0.97701, 0.53115, 2.23441], [2.52262, -0.11662, 5.45440], [-6.61203, -2.90653, 1.57741], [2.08007, -3.00489, -6.94120], [-0.31892, 2.80406, 5.37384], [4.71369, 5.06860, 2.32073], [-1.98389, -0.60845, 4.35357], [3.04495, 1.18937, -7.01550]]}

[3]
{"formula": "C17H28NO7", "method": "ωB97M-V/def2-TZVPD", "e_homo_ev": -2.8, "total_charge": -1, "largest_force_ev_per_a": 0.6, "symbols": ["O", "O", "O", "O", "O", "O", "O", "N", "C", "C", "C", "C", "C", "C", "C", "C", "C", "C", "C", "C", "C", "C", "C", "C", "C", "H", "H", "H", "H", "H", "H", "H", "H", "H", "H", "H", "H", "H", "H", "H", "H", "H", "H", "H", "H", "H", "H", "H", "H", "H", "H", "H", "H"], "positions_angstrom": [[0.84832, -6.55121, 0.42838], [-1.19218, 1.37601, 0.58375], [-2.69470, 7.24897, 1.22570], [-3.90976, 9.13615, 1.42918], [-2.50557, 8.84340, -0.30653], [0.51836, -5.11903, -1.28878], [1.98131, -4.63960, 0.35546], [-0.77945, 2.25160, -0.54319], [1.06156, -5.40857, -0.27709], [1.86737, -6.65271, 1.43817], [-0.61325, -0.92677, -0.07027], [-1.95579, 6.65072, 0.12382], [-2.86621, 3.32245, -1.49486], [-1.85971, 2.81721, -1.00026], [0.56847, -0.44137, -0.91997], [-0.90739, 5.69519, 0.60737], [2.20007, -5.18989, 1.65500], [2.89139, -1.07073, -1.69563], [1.36033, -7.40510, 2.63988], [-1.45544, 7.89955, -0.56786], [-1.69180, 0.15057, 0.10961], [1.45504, -1.58545, -1.43504], [-3.11605, 8.46508, 0.84444], [0.87192, -2.18965, -2.72262], [-0.13867, -1.41546, 1.30301], [1.50544, -2.38540, -0.69326], [3.22494, -5.00644, 1.96658], [-0.47161, 5.16917, -0.24187], [-1.35065, 4.94373, 1.25809], [1.50930, -4.71304, 2.35523], [1.65294, -2.68020, -3.30990], [0.11501, -2.94297, -2.49918], [-0.86137, -2.08509, 1.77729], [3.16299, -1.15048, -2.75178], [0.05583, -0.55455, 1.94842], [0.17768, 0.13254, -1.76381], [-0.12232, 6.20755, 1.16933], [0.80653, -1.96322, 1.21854], [-1.07969, -1.77520, -0.59300], [2.72097, -7.17024, 0.98890], [0.57723, -6.84127, 3.14781], [-2.39485, -0.20607, 0.87737], [1.14113, 0.27473, -0.32428], [2.98405, -0.01427, -1.43369], [3.63584, -1.61512, -1.10882], [0.40249, -1.41911, -3.34002], [-2.67613, 6.12327, -0.50572], [-0.53505, 8.27564, -0.11300], [-1.31895, 7.78443, -1.63956], [2.17605, -7.58620, 3.34027], [0.94265, -8.36445, 2.33732], [-3.64951, 4.01564, -1.67605], [-2.26911, 0.28526, -0.81287]]}

[4]
{"formula": "C3H5N5", "method": "ωB97M-V/def2-TZVPD", "smiles": "[H]/N=C1C=N/C(=N/[H])N/1N", "e_homo_ev": -9.6, "de_lowest_kcal_mol": 66.6, "total_charge": 0, "largest_force_ev_per_a": 5.0, "symbols": ["N", "N", "N", "N", "N", "C", "C", "C", "H", "H", "H", "H", "H"], "positions_angstrom": [[-2.40826, -0.02316, -0.08983], [0.16892, 1.62290, 0.17112], [-0.89405, -1.88830, 0.14278], [2.27546, -0.28087, -0.07157], [-0.02118, 0.31891, -0.20812], [0.37650, -1.90524, 0.03384], [1.04148, -0.54277, -0.14060], [-1.20052, -0.47583, -0.06419], [-2.39208, 0.97592, -0.39059], [2.33898, 0.74048, -0.21912], [-0.32509, 2.50973, -0.47209], [0.05209, 1.83453, 1.23568], [0.98776, -2.88631, 0.07271]]}

[5]
{"formula": "C25H49IInN2O3", "method": "ωB97M-V/def2-TZVPD", "e_homo_ev": -4.6, "total_charge": -1, "largest_force_ev_per_a": 7.5, "symbols": ["I", "In", "O", "O", "O", "N", "N", "C", "C", "C", "C", "C", "C", "C", "C", "C", "C", "C", "C", "C", "C", "C", "C", "C", "C", "C", "C", "C", "C", "C", "C", "C", "H", "H", "H", "H", "H", "H", "H", "H", "H", "H", "H", "H", "H", "H", "H", "H", "H", "H", "H", "H", "H", "H", "H", "H", "H", "H", "H", "H", "H", "H", "H", "H", "H", "H", "H", "H", "H", "H", "H", "H", "H", "H", "H", "H", "H", "H", "H", "H", "H"], "positions_angstrom": [[4.04157, -4.18703, -1.88256], [6.46475, -3.07823, -0.90438], [-1.14842, -0.19719, 5.58151], [-0.84992, 4.85986, -2.60733], [-0.38802, -1.95212, 1.73307], [6.45044, -3.11424, 1.23896], [-4.01891, -2.29590, -1.03168], [-3.22718, 1.00163, -0.70272], [-1.64803, 5.09196, -3.51397], [-0.29249, -2.95136, 2.44387], [-1.49274, 4.46190, -4.87222], [-0.54504, 0.82458, 5.90517], [4.34671, 0.23570, -1.82795], [-5.22171, -2.79397, -3.37012], [5.78202, 0.10068, -1.04725], [-2.81758, 6.01695, -3.30778], [-5.43656, -4.03230, -2.31746], [-4.64586, -3.66716, -0.91118], [-4.33859, -1.79073, -2.42102], [-0.11068, 0.17318, -0.81310], [-2.04403, 2.03507, -0.13779], [2.09963, 1.67135, -1.53532], [0.22863, -2.86094, 3.85320], [3.18586, 0.72744, -0.74984], [0.74756, 0.89924, -2.04775], [-3.71120, -0.10657, 0.40395], [-0.68163, 1.23408, 0.29877], [0.45705, 0.81780, 7.02843], [-3.24188, -1.64755, 0.09955], [-0.78037, 2.12979, 5.19314], [-0.69217, -4.31154, 1.93781], [6.76115, -1.00540, -1.78647], [-0.88878, 0.74627, 1.36125], [7.90585, -0.73394, -1.63179], [-0.53767, -3.19949, 4.55507], [4.47899, 0.98086, -2.72125], [-1.36364, 5.23917, -5.62964], [0.13717, 1.50511, 7.81569], [-4.88301, -0.10947, 0.49194], [2.61141, 2.13369, -2.50639], [-0.00934, 1.61769, -2.60227], [4.00835, -0.80609, -2.29167], [0.14884, 2.47473, 4.73284], [-2.80463, 0.56052, -1.70078], [-1.52835, 1.98436, 4.40650], [-1.49946, -4.71477, 2.55440], [-3.27501, 0.19929, 1.46084], [5.54573, -0.23371, 0.07113], [0.52329, -0.19100, 7.44949], [1.07586, 0.09892, -2.86939], [-2.74743, 6.86348, -3.99547], [1.84179, 2.60989, -0.84877], [0.15311, 2.06639, 0.48004], [6.56521, -4.12400, 1.49858], [-4.52933, -4.29095, 0.07617], [-1.04915, -4.22436, 0.90616], [1.44138, 1.10423, 6.64983], [0.59346, -0.59177, -0.22833], [-3.51406, -2.27479, 1.07831], [-6.04499, -5.00542, -2.56648], [0.47760, -1.81924, 4.08195], [-1.79027, 2.73928, -1.05768], [-5.57778, -2.61221, -4.46998], [-2.80266, 6.39754, -2.28096], [0.17055, -4.98217, 1.95403], [-0.60599, 3.81924, -4.87483], [-4.02316, -0.77798, -2.91492], [-2.36900, 3.84997, -5.10023], [1.13233, -3.46700, 3.95477], [6.56500, -1.06393, -2.95013], [3.61409, 1.36766, 0.14102], [-1.15542, 2.87549, 5.89865], [2.74641, -0.25212, -0.27876], [-0.92331, -0.48074, -1.34350], [-2.47362, 2.69475, 0.75133], [-3.75287, 5.47432, -3.46617], [7.31287, -2.59744, 1.57115], [-4.20517, 1.61496, -1.00718], [7.81798, -4.11855, -1.47283], [-2.06079, -1.77940, -0.01334], [6.31531, 1.14367, -1.04795]]}

[6]
{"formula": "C5H12AuClO2V", "method": "ωB97M-V/def2-TZVPD", "e_homo_ev": [1.2, -1.7], "multiplicity": 6, "total_charge": -2, "largest_force_ev_per_a": 4.5, "symbols": ["Au", "V", "Cl", "O", "O", "C", "C", "C", "C", "C", "H", "H", "H", "H", "H", "H", "H", "H", "H", "H", "H", "H"], "positions_angstrom": [[-0.21232, 0.69474, 1.10811], [0.30487, 0.12697, -1.28108], [-0.76940, 2.78198, -0.48977], [0.98528, -0.38913, 3.36981], [0.00181, 1.70080, 3.20735], [-0.87096, -0.19954, -2.83529], [2.15288, 0.46871, -1.87951], [-1.98459, -0.43504, 1.80752], [0.49557, -1.75733, -1.03378], [0.65803, 0.81427, 3.82830], [-1.86130, -0.86104, 2.76063], [2.26219, 0.54153, -2.96820], [2.50114, 1.43407, -1.44564], [-0.46488, -2.24578, -0.62907], [-0.34581, -0.06955, -3.80993], [1.38856, -2.00962, -0.30279], [0.97874, 1.10654, 4.83777], [-1.26029, -1.23191, -2.79986], [2.79838, -0.35009, -1.48845], [-1.73220, 0.51285, -2.84440], [-2.31928, -1.12236, 1.03538], [-2.70643, 0.48893, 1.85292]]}

[7]
{"formula": "C6H7NS2", "method": "ωB97M-V/def2-TZVPD", "e_homo_ev": -8.0, "de_lowest_kcal_mol": 58.4, "total_charge": 0, "largest_force_ev_per_a": 5.0, "symbols": ["S", "S", "N", "C", "C", "C", "C", "C", "C", "H", "H", "H", "H", "H", "H", "H"], "positions_angstrom": [[1.06672, -2.31025, -0.70415], [0.03393, -2.00032, -2.42222], [-1.23308, 0.39141, -3.00720], [-0.08434, 0.17706, -0.47442], [0.17453, 0.72938, 1.81733], [-0.65865, -0.39037, -2.21168], [1.00065, -0.62056, 1.47160], [0.70516, -0.74956, 0.03613], [-0.45334, 1.20986, 0.49834], [-1.53674, 1.23810, 0.44170], [-0.58991, 0.62961, 2.49703], [1.98880, -0.60319, 1.63981], [0.61282, -1.39374, 2.13542], [-0.20825, 2.21327, -0.00525], [-1.55233, -0.00984, -3.88595], [0.73402, 1.48914, 2.17350]]}

[8]
{"formula": "C4H10N2O2", "method": "ωB97M-V/def2-TZVPD", "smiles": "NC(=O)[C@H](N)CCO", "e_homo_ev": -9.3, "de_lowest_kcal_mol": 61.4, "total_charge": 0, "largest_force_ev_per_a": 4.2, "symbols": ["O", "O", "N", "N", "C", "C", "C", "C", "H", "H", "H", "H", "H", "H", "H", "H", "H", "H"], "positions_angstrom": [[1.68137, 0.57229, 1.96201], [-2.51393, 0.86475, -0.74389], [0.33034, 1.66934, 0.04346], [2.29724, -1.18503, 0.67077], [0.61379, 0.27456, -0.15645], [1.54814, -0.11872, 0.98716], [-0.72617, -0.68878, -0.02058], [-1.94043, -0.41374, -0.99133], [-1.28872, -0.32003, 0.89151], [-0.28409, 1.91221, 0.88097], [2.11141, -1.69572, -0.20735], [1.08953, 2.37505, 0.00703], [-1.60544, -0.27871, -2.05756], [-1.90756, 1.57471, -0.58156], [-2.90857, -1.08448, -0.78571], [1.04352, -0.00954, -1.13228], [-0.49266, -1.80783, 0.07170], [2.95222, -1.64032, 1.16211]]}